The following is a DFT calculation (ωB97M-V/def2-TZVPD) of 2 unconnected molecules or ions with the total composition C3H9NO3 at a distorted geometry.

Calculated values
SMILES string: CC(=O)NCO.O
E_tot, eV: -10888.0818
LUMO, eV: 0.4
Energy relative to the best compared isomer or geometry (same formula, charge and spin), eV: 2.4996
Kohn-Sham gap, eV: 10.206
HOMO level, eV: -9.82
Total charge: 0

Cartesian coordinates (Å):
C -1.87 0.01 0.86
C -1.45 0.54 -0.58
O -2.29 0.46 -1.48
N -0.33 1.23 -0.84
C 0.81 0.76 -0.15
O 1.46 -0.30 -0.75
H -1.54 0.68 1.64
H -1.67 -0.92 1.19
H -2.98 0.12 1.05
H -0.16 1.66 -1.80
H 0.75 0.27 0.96
H 1.54 1.50 -0.23
H 1.68 -0.24 -1.64
O 1.94 -2.28 0.75
H 1.68 -1.97 -0.10
H 2.43 -1.52 1.13